Below is a molecular structure, C36H44FeN5O10SSeSi, with properties calculated with ωB97M-V/def2-TZVPD.

```
99
Properties=species:S:1:pos:R:3:forces:R:3:mulliken_charge:R:1
Fe -1.466 -0.008 -0.830 0.632 0.014 -1.068 1.087
C 4.390 -1.914 3.667 -0.122 0.505 -0.353 -1.247
Si 4.024 -0.329 2.662 0.367 0.309 -0.084 0.463
C 4.556 1.172 3.750 -0.195 -0.558 -0.260 -1.315
C 5.159 -0.240 1.138 -0.281 -0.171 0.505 -1.050
C 2.146 -0.166 2.463 0.114 -0.012 0.842 0.230
C 1.408 -0.008 3.619 0.436 -0.019 -0.263 -0.325
C 0.046 0.255 3.556 -0.434 0.085 0.036 -1.669
C -0.535 0.336 2.310 0.003 0.014 0.559 -1.134
N 0.112 0.087 1.174 -1.379 0.131 -0.204 1.326
C 1.436 -0.161 1.235 1.130 -0.257 -1.477 -0.275
S 2.267 -0.420 -0.229 0.220 -0.123 0.335 -0.450
H 5.458 -2.069 3.795 0.221 0.024 -0.008 0.311
H 3.976 -2.787 3.174 -0.098 -0.162 -0.176 0.332
H 3.941 -1.862 4.655 -0.128 0.066 0.202 0.338
H 5.624 1.165 3.947 0.269 -0.105 -0.005 0.394
H 4.053 1.172 4.711 -0.176 -0.019 0.240 0.339
H 4.326 2.117 3.266 -0.113 0.125 -0.194 0.359
H 6.203 -0.182 1.438 0.286 0.022 0.295 0.366
H 4.932 0.630 0.532 -0.155 0.139 -0.061 0.285
H 5.034 -1.109 0.504 -0.104 -0.134 -0.117 0.295
H 1.895 -0.059 4.582 0.091 0.023 0.228 0.401
H -0.543 0.419 4.445 -0.094 0.063 0.076 0.414
H -1.576 0.599 2.214 -0.090 0.034 0.029 0.980
C -2.057 2.434 -4.077 0.070 0.272 -0.107 -1.162
C -1.043 3.549 -4.294 0.062 -0.220 -0.037 0.428
C 0.025 3.131 -5.317 -0.136 0.158 0.040 -1.394
C -0.419 4.072 -3.012 -0.094 0.052 -0.074 0.608
C -0.243 5.450 -2.951 0.089 0.156 -0.010 -0.962
C 0.292 6.086 -1.849 0.018 0.052 -0.045 -1.322
C 0.646 5.330 -0.748 -0.027 0.050 -0.087 -0.197
C 0.481 3.955 -0.758 -0.073 -0.168 0.087 0.484
C 0.899 3.137 0.435 0.029 -0.078 0.118 2.645
C 0.291 3.652 1.741 0.080 -0.173 -0.212 -1.836
C 2.426 3.071 0.528 -0.199 -0.103 -0.071 -1.157
C -0.029 3.305 -1.898 0.074 0.819 0.135 -0.762
N -0.103 1.908 -1.880 -0.663 -1.233 0.390 1.328
C 0.680 1.256 -2.672 0.203 -0.269 -0.055 -0.560
C 0.680 -0.141 -2.832 0.037 -0.229 -0.724 -0.532
C 1.373 -0.879 -3.812 -0.284 0.664 0.571 -1.858
C 0.996 -2.192 -3.644 -0.330 -0.410 0.528 -1.217
C 0.089 -2.230 -2.557 0.378 -0.281 -0.642 -0.705
N -0.095 -1.002 -2.082 -0.841 0.816 0.608 2.610
C -0.476 -3.470 -1.922 0.062 -0.084 0.291 2.890
C 0.470 -3.839 -0.768 -0.112 -0.040 -0.117 -1.320
C -1.888 -3.233 -1.387 0.254 0.178 -0.288 -1.769
C -0.546 -4.611 -2.946 -0.003 0.299 0.128 -2.290
H -2.695 2.310 -4.947 -0.041 -0.004 -0.080 0.483
H -2.697 2.652 -3.226 -0.106 -0.033 0.028 0.338
H -1.572 1.480 -3.902 -0.002 -0.017 -0.064 -0.275
H -1.582 4.405 -4.730 0.131 -0.082 0.141 0.637
H 0.398 2.135 -5.092 0.071 -0.052 -0.038 0.213
H 0.857 3.840 -5.320 0.057 -0.027 -0.061 0.359
H -0.405 3.097 -6.318 -0.053 -0.031 -0.087 0.422
H -0.531 6.041 -3.812 -0.059 0.025 -0.059 0.366
H 0.428 7.159 -1.858 0.002 0.081 0.048 0.363
H 1.074 5.813 0.119 0.016 0.010 0.121 0.341
H 0.521 2.123 0.271 0.283 0.264 0.071 -1.308
H 0.626 4.659 1.978 0.056 0.160 0.037 0.416
H 0.578 2.997 2.562 0.001 -0.058 0.092 0.324
H -0.794 3.661 1.667 -0.168 0.035 0.078 0.370
H 2.853 4.060 0.694 0.024 0.175 0.032 0.425
H 2.841 2.655 -0.388 0.068 -0.042 -0.033 0.267
H 2.716 2.420 1.350 0.095 -0.084 0.096 -0.132
H 1.419 1.797 -3.270 -0.104 0.023 0.039 0.617
H 2.043 -0.477 -4.551 0.085 0.118 -0.085 0.553
H 1.314 -3.038 -4.222 0.049 -0.147 -0.109 0.453
H 0.438 -3.084 0.015 0.077 0.117 0.010 -0.112
H 1.500 -3.909 -1.117 0.052 0.004 -0.001 0.323
H 0.182 -4.793 -0.333 -0.098 -0.277 0.139 0.430
H -1.887 -2.501 -0.573 -0.048 -0.057 0.105 0.105
H -2.306 -4.165 -1.008 -0.038 -0.042 0.190 0.611
H -2.536 -2.864 -2.179 -0.187 -0.020 0.045 0.197
H 0.446 -4.925 -3.267 0.109 0.005 -0.075 0.365
H -1.121 -4.280 -3.808 -0.026 -0.036 -0.163 0.429
H -1.046 -5.472 -2.508 -0.045 -0.122 0.099 0.481
O -4.201 -1.865 -3.197 -0.569 -1.055 0.916 -0.795
Se -3.394 -0.557 -3.612 0.042 -0.580 -1.052 0.930
O -2.145 -0.902 -4.548 0.981 -0.082 -0.331 -0.639
O -2.704 0.108 -2.162 0.315 0.311 1.306 -0.301
O -4.350 0.547 -4.234 -0.768 1.289 -0.110 -0.742
O -4.770 0.031 1.608 -0.071 -0.256 0.256 -0.765
C -3.732 -0.590 1.493 -0.012 0.290 -0.174 -0.532
O -2.795 -0.354 0.651 0.836 0.042 -0.767 -0.157
C -3.388 -1.699 2.486 -0.102 -0.023 0.001 0.041
C -4.285 -2.064 3.480 0.177 -0.480 0.503 -0.694
C -3.898 -3.011 4.446 1.171 0.853 -1.768 -0.325
C -2.622 -3.560 4.427 0.222 -0.205 0.208 -0.341
C -1.731 -3.179 3.436 -2.206 1.039 -0.298 -0.966
C -2.124 -2.269 2.447 0.301 -0.521 0.425 1.789
N -0.406 -3.670 3.432 3.042 -0.757 -0.414 0.980
O -0.085 -4.546 4.245 -0.558 0.737 -0.564 -0.689
O 0.389 -3.189 2.614 -1.162 -0.578 1.053 -0.448
N -4.790 -3.396 5.476 -1.773 -0.697 1.988 1.009
O -5.920 -2.894 5.504 1.218 -0.445 -0.173 -0.625
O -4.407 -4.220 6.318 -0.286 0.826 -0.924 -0.638
H -5.266 -1.621 3.527 -0.084 0.128 -0.098 0.617
H -2.328 -4.263 5.189 0.046 -0.023 0.009 0.626
H -1.428 -2.006 1.669 0.042 0.073 -0.016 0.201
```
Positions in Å, forces in eV/Å.

Values from the calculation:
**Spin multiplicity**: 6
**E_tot**: -184414.6881 eV
**Kohn-Sham gap (alpha / beta)**: 4.638 / 4.617 eV
**Net charge**: -2
**Relative energy (zero: lowest compared OMol25 entry of this formula, charge and spin)**: 73.4 kcal/mol
**HOMO level (alpha / beta)**: -2.25 / -2.23 eV